[1]
Entry from OMol25: a cluster of 10 separate species, C10H40N20O10 in total at a distorted geometry (ωB97M-V with the def2-TZVPD basis set).

```
80
Properties=species:S:1:pos:R:3:forces:R:3:lowdin_charge:R:1
C -8.421 19.517 4.756 -0.2 3.2 -1.9 -0.873
O -8.973 20.464 5.209 -2.6 2.9 1.1 0.068
N -8.038 19.396 3.508 0.0 0.5 -4.9 0.153
N -7.922 18.605 5.439 2.3 -5.6 4.7 0.174
H -7.437 18.644 3.202 -0.4 0.4 -0.2 0.102
H -8.534 19.959 2.832 0.4 -0.2 -0.1 0.117
H -7.375 17.941 4.909 0.1 -0.4 1.5 0.118
H -8.002 18.743 6.436 0.5 -0.8 -0.1 0.141
C 5.280 13.128 7.895 -3.1 -1.7 -1.8 -0.820
O 4.611 12.602 7.042 -0.6 -2.2 -1.5 0.037
N 5.074 14.372 8.131 0.9 5.3 1.4 0.157
N 6.012 12.543 8.800 3.1 -2.4 2.5 0.162
H 5.841 14.766 8.657 -0.8 1.2 0.0 0.107
H 4.384 14.913 7.630 0.7 -0.1 -0.1 0.130
H 6.667 13.082 9.348 -0.3 -0.4 0.1 0.107
H 5.952 11.554 8.998 0.2 0.3 -0.5 0.120
C -2.146 16.126 10.000 2.2 -5.1 0.5 -0.909
O -2.994 15.363 9.739 -5.0 -3.3 -1.1 0.076
N -2.224 17.357 10.009 -1.7 8.6 -0.3 0.186
N -0.963 15.688 10.359 3.9 -0.9 1.0 0.158
H -1.389 17.923 9.957 -0.8 0.4 0.2 0.128
H -3.171 17.673 9.854 0.5 0.8 -0.2 0.140
H -0.246 16.390 10.254 0.7 -1.0 0.4 0.101
H -0.790 14.693 10.370 0.2 0.5 -0.3 0.119
C 3.676 6.727 8.510 0.7 -2.2 0.5 -0.853
O 4.217 5.671 8.696 0.9 -2.0 1.0 0.057
N 3.460 7.162 7.323 0.2 0.3 -6.1 0.150
N 3.075 7.489 9.346 -1.5 3.2 4.9 0.169
H 3.578 6.359 6.722 0.2 0.9 -1.0 0.124
H 3.262 8.105 7.021 -0.1 -0.6 0.0 0.118
H 3.044 8.439 9.005 -0.6 0.1 0.9 0.112
H 3.172 7.313 10.335 0.2 0.3 -0.1 0.123
C -9.635 10.597 6.853 -2.6 1.3 -3.1 -0.841
O -10.697 10.629 6.275 -2.1 0.6 -0.2 0.041
N -9.262 9.628 7.581 1.6 -5.2 4.1 0.160
N -8.738 11.516 6.695 3.1 3.6 -0.8 0.162
H -9.993 9.093 8.028 0.4 -0.4 -0.5 0.127
H -8.315 9.281 7.513 -0.3 0.0 0.5 0.120
H -9.032 12.386 6.274 0.3 -0.3 -0.1 0.121
H -7.831 11.439 7.133 -0.4 0.4 0.0 0.111
C -7.847 19.104 13.929 -1.3 -0.3 2.8 -0.863
O -7.936 18.959 12.779 0.4 -0.3 -5.7 0.103
N -8.274 20.084 14.642 -2.2 5.2 2.1 0.158
N -7.440 18.185 14.784 2.5 -2.8 -0.1 0.139
H -8.192 19.960 15.641 -0.3 0.9 -0.4 0.108
H -8.878 20.788 14.244 0.2 -0.1 0.3 0.124
H -7.890 18.081 15.682 0.6 -0.8 -0.5 0.113
H -6.967 17.575 14.133 0.1 -1.8 1.5 0.118
C -1.765 22.552 15.357 0.3 1.1 1.3 -0.917
O -1.330 22.152 16.365 2.4 -2.3 5.0 0.086
N -2.152 23.756 15.210 -2.0 5.8 -0.3 0.170
N -1.823 21.889 14.283 -0.6 -5.2 -5.5 0.174
H -2.704 23.981 14.395 0.3 0.8 0.5 0.114
H -1.892 24.394 15.949 -0.6 0.2 -0.4 0.129
H -2.481 22.158 13.566 0.3 -0.3 0.0 0.116
H -1.752 20.901 14.483 0.0 -0.1 -0.6 0.128
C 3.971 18.423 13.966 -0.7 3.4 -3.6 -0.831
O 3.544 18.755 12.863 -1.0 -0.9 -0.6 0.016
N 3.923 19.217 14.963 -0.6 2.9 4.3 0.171
N 4.718 17.397 14.191 1.1 -4.6 -0.5 0.153
H 3.455 20.108 14.878 0.1 -0.3 0.4 0.132
H 4.237 18.793 15.824 -0.5 1.0 0.3 0.117
H 4.534 16.860 13.355 1.6 -1.1 0.2 0.119
H 5.581 17.492 14.707 -0.2 -0.5 -0.5 0.123
C -3.053 15.925 2.437 1.5 2.8 0.7 -0.765
O -2.288 16.779 2.848 0.6 -0.2 0.2 0.031
N -3.763 15.119 3.194 -2.1 -2.7 2.3 0.149
N -3.406 15.792 1.171 -0.9 -0.7 -2.9 0.148
H -3.639 14.966 4.185 0.3 0.5 -0.3 0.120
H -4.349 14.438 2.731 0.2 0.0 0.4 0.098
H -4.225 15.218 1.029 0.4 0.3 -0.8 0.098
H -2.956 16.252 0.393 -0.2 0.0 0.5 0.121
C -2.284 8.061 6.819 0.1 0.8 2.6 -0.850
O -2.469 7.775 7.969 -0.8 -2.0 1.9 0.058
N -2.028 7.362 5.780 0.7 -5.9 -3.3 0.163
N -2.220 9.284 6.457 -0.1 6.1 -0.9 0.148
H -2.206 6.374 5.888 0.4 0.0 -0.6 0.129
H -1.833 7.785 4.883 -0.3 -0.8 0.3 0.114
H -2.485 9.968 7.151 0.4 0.3 -0.6 0.130
H -1.927 9.422 5.500 -0.4 1.4 0.7 0.108
```
Forces are in eV/Å.

Properties
HOMO energy ... -9.465 eV
Relative energy (zero: lowest compared OMol25 entry of this formula, charge and spin) ... 1167.2 kJ/mol
SMILES ... NC(N)=O.NC(N)=O.NC(N)=O.NC(N)=O.NC(N)=O.NC(N)=O.NC(N)=O.NC(N)=O.NC(N)=O.NC(N)=O

***

[2]
Entry from OMol25: a cluster of 2 separate species, C5H14N2O in total (ωB97M-V with the def2-TZVPD basis set).

```
22
Properties=species:S:1:pos:R:3:forces:R:3:lowdin_charge:R:1
C 1.835 -0.451 0.062 0.1 0.1 -0.1 -0.319
C 2.287 0.718 0.929 0.0 -0.3 0.0 -0.130
C 1.879 -0.103 -1.420 -0.1 -0.1 0.1 -0.121
H 2.483 -1.308 0.256 -0.1 -0.1 0.1 0.099
H 0.817 -0.747 0.330 0.1 -0.1 0.0 0.076
H 3.340 0.930 0.756 0.1 0.1 0.0 0.070
H 1.651 -0.982 -2.020 0.0 0.0 -0.1 0.071
H 1.139 0.660 -1.650 0.0 0.0 -0.1 0.051
H 1.723 1.615 0.686 0.0 0.1 0.0 0.050
H 2.155 0.496 1.988 0.0 0.1 0.1 0.066
H 2.865 0.262 -1.702 0.1 0.0 -0.1 0.069
C -3.009 -1.302 -0.386 0.1 -0.2 -0.2 -0.082
N -2.025 -0.633 0.438 -0.1 0.0 0.4 -0.008
C -1.416 0.500 -0.049 -0.1 0.1 -0.1 -0.653
N -1.081 1.415 0.917 0.2 0.3 0.2 0.160
O -1.208 0.696 -1.230 -0.2 0.0 0.0 0.041
H -2.255 -0.615 1.422 0.0 0.1 -0.2 0.124
H -0.972 1.121 1.873 0.0 0.0 0.0 0.096
H -0.460 2.148 0.617 0.0 -0.1 0.0 0.095
H -2.705 -1.179 -1.424 -0.1 -0.1 0.0 0.083
H -3.034 -2.363 -0.138 0.0 0.0 -0.1 0.079
H -4.008 -0.876 -0.254 0.0 0.0 0.0 0.084
```
Forces are in eV/Å.

Properties
HOMO energy ... -9.760 eV
Relative energy (zero: lowest compared OMol25 entry of this formula, charge and spin) ... 43.5 kJ/mol
SMILES ... CNC(N)=O.CCC